No. 1
Molecular formula: C16H27N3O4Rh
Method: DFT, ωB97M-V/def2-TZVPD

## Properties
**2S+1**: 1
**Energy above the lowest of the compared OMol25 structures with the same formula, charge and spin**: 0.0 kcal/mol
**HOMO level**: -19.1 eV
**Lowest unoccupied orbital energy**: -11.113 eV
**F_max**: 1.49 eV/Å
**Charge**: +3

Each line ends with the Löwdin charge.
Geometry (Å):
Rh 0.594 -0.039 -0.332  1.3227
C -1.993 4.503 -0.765  0.0413
N -1.770 3.115 -1.206  -0.0849
C -2.590 2.707 -2.362  0.0484
C -0.938 2.308 -0.631  -0.3142
O -0.796 1.098 -1.064  -0.0858
C -0.096 2.752 0.556  -0.0247
O 0.704 1.633 0.995  -0.2169
C 0.549 1.230 2.374  -0.0253
C -0.166 -0.114 2.400  -0.3352
O -0.266 -0.765 1.295  -0.0855
N -0.627 -0.595 3.512  -0.0850
C -1.343 -1.883 3.561  0.0419
C -0.461 0.121 4.793  0.0328
H -3.030 4.605 -0.447  0.1235
H -1.814 5.166 -1.609  0.1225
H -1.334 4.785 0.049  0.0938
H -3.639 2.764 -2.079  0.1209
H -2.338 1.700 -2.671  0.0936
H -2.400 3.404 -3.176  0.1196
H -0.757 3.074 1.361  0.1528
H 0.567 3.575 0.291  0.1656
H -0.018 1.982 2.923  0.1478
H 1.541 1.159 2.822  0.1653
H -1.677 -2.160 2.568  0.0954
H -2.197 -1.764 4.223  0.1174
H -0.680 -2.649 3.962  0.1215
H 0.538 0.545 4.879  0.1066
H -0.590 -0.599 5.596  0.1164
H -1.219 0.897 4.896  0.1205
O 1.865 0.656 -1.844  -0.1391
C 2.455 -0.391 -2.690  -0.1368
C 3.291 -1.342 -1.851  -0.1186
C 2.501 -1.940 -0.675  -0.0976
C 1.230 -2.604 -1.137  -0.2522
C 1.090 -3.914 -1.542  0.0511
C -0.151 -4.340 -2.003  0.0323
C -1.216 -3.447 -2.049  0.0150
C -1.022 -2.149 -1.628  -0.0418
N 0.186 -1.764 -1.191  -0.0540
H 2.535 1.325 -1.644  0.1456
H 3.031 0.086 -3.480  0.1506
H 1.603 -0.885 -3.150  0.1305
H 4.191 -0.855 -1.472  0.1387
H 3.623 -2.153 -2.504  0.1501
H 2.261 -1.122 0.072  0.0993
H 3.118 -2.607 -0.072  0.1537
H 1.935 -4.588 -1.497  0.1473
H -0.287 -5.365 -2.320  0.1425
H -2.190 -3.752 -2.406  0.1374
H -1.806 -1.404 -1.635  0.1334

Atoms 1-3, force components in eV/Å:
Rh 1.2616 0.1370 0.7848
C -0.0138 -0.0131 -0.0166
N -0.0098 0.0681 0.0185

=====

No. 2
Molecular formula: C16H27N5O5PdS3
Method: DFT, ωB97M-V/def2-TZVPD

## Properties
**2S+1**: 1
**Energy above the lowest of the compared OMol25 structures with the same formula, charge and spin**: 45.4 kcal/mol
**HOMO level**: -7.7 eV
**Lowest unoccupied orbital energy**: -0.550 eV
**F_max**: 1.66 eV/Å

Each line ends with the Löwdin charge.
Geometry (Å):
Pd 1.143 -0.406 -1.016  0.8118
O 1.821 2.282 -3.704  -0.2884
S 1.611 1.292 -2.692  0.2746
O 0.751 1.772 -1.540  -0.4574
O 2.881 0.794 -2.078  -0.4213
O 0.882 0.032 -3.175  -0.4196
C -1.904 1.912 -0.086  -0.2113
S -1.736 0.827 -1.516  0.9809
O -1.310 -0.476 -0.871  -0.5927
C -3.516 0.589 -1.705  -0.3787
C -4.303 1.630 -2.185  -0.0906
C -5.647 1.413 -2.437  -0.0825
C -6.198 0.153 -2.233  -0.0883
C -5.406 -0.882 -1.759  -0.0761
C -4.058 -0.666 -1.496  -0.0730
H -2.461 1.367 0.674  0.0632
H -2.412 2.832 -0.374  0.0581
H -0.888 2.130 0.236  0.0333
H -3.866 2.605 -2.372  0.1109
H -6.265 2.220 -2.808  0.1041
H -7.242 -0.023 -2.455  0.1017
H -5.832 -1.865 -1.609  0.1038
H -3.413 -1.459 -1.142  0.1019
C -0.384 -1.396 4.161  -0.1569
C -1.030 -1.593 2.806  -0.1695
N -0.106 -1.158 1.780  0.0650
C 0.797 -0.167 1.927  -0.3524
N 1.526 0.185 0.893  -0.0355
C 2.403 1.349 0.963  -0.2100
C 2.971 1.501 2.363  -0.1519
C 1.823 1.537 3.350  -0.1519
N 0.967 0.372 3.168  -0.0368
C 0.063 0.049 4.263  -0.1513
H 0.490 -2.046 4.242  0.1252
H -1.080 -1.644 4.960  0.1188
H -1.968 -1.026 2.756  0.1213
H -1.264 -2.643 2.634  0.1255
H -0.290 -1.418 0.822  0.0362
H 1.843 2.244 0.677  0.1144
H 3.188 1.226 0.221  0.0970
H 3.556 2.417 2.435  0.1206
H 3.615 0.649 2.593  0.1200
H 1.247 2.461 3.219  0.1313
H 2.196 1.516 4.375  0.1209
H -0.808 0.717 4.258  0.1308
H 0.604 0.216 5.195  0.1218
C 3.849 -1.877 -3.672  -0.0572
N 2.747 -2.334 -2.838  -0.0417
C 2.733 -2.176 -1.515  -0.9233
N 3.894 -1.788 -0.917  0.0971
S 1.434 -2.813 -0.577  0.6745
H 3.682 -2.234 -4.685  0.0917
H 4.777 -2.307 -3.298  0.0874
H 3.916 -0.788 -3.679  0.0793
H 1.839 -2.406 -3.270  0.1216
H 4.328 -0.979 -1.348  0.0915
H 3.809 -1.720 0.085  0.0818

Atoms 1-3, force components in eV/Å:
Pd -0.8499 0.1025 1.4278
O -0.3736 -0.0880 -0.1480
S 0.8711 0.3415 -0.5451

=====

No. 3
Molecular formula: C16H27OS4V
Method: DFT, ωB97M-V/def2-TZVPD

## Properties
**2S+1**: 2
**Energy above the lowest of the compared OMol25 structures with the same formula, charge and spin**: 1.1 kcal/mol
**HOMO level (spin up / spin down)**: -19.5 / -19.4 eV
**Lowest unoccupied orbital energy (spin up / spin down)**: -11.364 / -10.888 eV
**F_max**: 0.68 eV/Å
**Expectation value of S²**: 0.875
**Charge**: +3

Each line ends with the Löwdin spin population.
Geometry (Å):
V 0.592 0.407 0.463  1.3846
C -0.816 -1.221 3.266  -0.0001
C -1.886 -0.195 2.906  -0.0032
S -0.955 1.223 2.325  -0.0286
C -2.078 2.437 1.610  -0.0010
C -2.370 2.162 0.154  -0.0005
S -0.841 2.032 -0.826  -0.0267
C -1.516 1.124 -2.249  0.0008
C -2.185 -0.189 -1.856  -0.0030
S -1.036 -1.053 -0.768  -0.0323
C -1.898 -2.300 0.185  -0.0035
C -0.788 -2.926 1.023  -0.0008
S 0.279 -1.736 1.900  -0.0234
H -1.260 -2.140 3.651  -0.0009
H -0.157 -0.843 4.049  0.0000
H -2.426 0.112 3.803  -0.0014
H -2.600 -0.549 2.170  -0.0001
H -1.613 3.409 1.776  -0.0001
H -2.997 2.428 2.199  -0.0009
H -2.949 2.971 -0.295  -0.0012
H -2.930 1.237 0.053  0.0001
H -0.682 0.972 -2.932  -0.0001
H -2.219 1.795 -2.745  -0.0007
H -2.334 -0.807 -2.742  -0.0013
H -3.152 -0.062 -1.377  0.0001
H -2.295 -3.035 -0.517  -0.0014
H -2.720 -1.894 0.765  -0.0002
H -0.107 -3.512 0.407  0.0000
H -1.182 -3.589 1.793  -0.0008
C 2.125 2.146 0.159  -0.0335
C 2.908 0.979 0.071  -0.0856
C 2.772 0.245 1.272  -0.0356
C 1.964 1.001 2.139  -0.0601
C 1.561 2.183 1.447  -0.0658
H 2.020 2.904 -0.602  0.0002
H 3.517 0.696 -0.768  -0.0022
H 3.228 -0.708 1.493  0.0000
H 1.737 0.766 3.168  -0.0005
H 0.994 3.001 1.866  -0.0006
C 2.266 0.226 -3.352  0.0021
C 2.137 -0.838 -2.318  0.0014
C 2.731 -2.174 -2.577  0.0007
O 1.525 -0.627 -1.258  0.0261
H 1.988 -0.164 -4.333  0.0000
H 3.324 0.498 -3.444  0.0002
H 1.685 1.113 -3.111  0.0000
H 2.211 -2.611 -3.437  0.0002
H 2.652 -2.830 -1.717  0.0000
H 3.773 -2.066 -2.892  -0.0003

Atoms 1-3, force components in eV/Å:
V 0.4312 -0.3353 -0.4012
C -0.1215 -0.1034 0.0353
C -0.0276 -0.0941 -0.0041

=====

No. 4
Molecular formula: C16H28Cl2IrN2O3Si2
Method: DFT, ωB97M-V/def2-TZVPD

## Properties
**2S+1**: 5
**Energy above the lowest of the compared OMol25 structures with the same formula, charge and spin**: 522.1 kcal/mol
**HOMO level (spin up / spin down)**: -10.6 / -11.4 eV
**Lowest unoccupied orbital energy (spin up / spin down)**: -3.035 / -5.862 eV
**F_max**: 11.71 eV/Å
**Expectation value of S²**: 6.054
**Charge**: +1

Each line ends with the Löwdin spin population.
Geometry (Å):
Ir -0.631 0.932 0.332  1.1754
C 2.560 -1.601 -2.622  0.0081
Si 1.508 -0.142 -2.106  0.0336
C -0.015 -0.035 -3.195  0.0138
C 2.483 1.448 -2.049  0.0024
C 0.733 -0.422 -0.352  0.3462
C -0.338 -1.520 -0.413  0.0328
C -0.291 -2.903 -0.507  0.0076
C -1.488 -3.598 -0.529  -0.0014
C -2.693 -2.909 -0.442  0.0050
C -2.666 -1.535 -0.343  0.0104
N -1.511 -0.869 -0.350  0.0332
Si 2.122 -0.839 1.173  0.0738
C 3.375 0.525 1.009  0.0037
C 1.082 -0.911 2.703  0.0027
C 2.832 -2.495 0.697  0.0338
H 2.706 -1.558 -3.705  0.0008
H 2.097 -2.563 -2.400  -0.0001
H 3.551 -1.572 -2.168  0.0000
H 0.233 0.380 -4.174  0.0015
H -0.762 0.619 -2.741  0.0025
H -0.469 -1.016 -3.350  0.0003
H 2.568 1.875 -3.051  0.0001
H 3.494 1.302 -1.672  0.0002
H 1.983 2.189 -1.420  0.0015
H 0.656 -3.418 -0.548  0.0002
H -1.486 -4.677 -0.608  0.0000
H -3.640 -3.428 -0.457  0.0005
H -3.573 -0.951 -0.278  0.0065
H 2.935 1.454 0.653  0.0001
H 4.180 0.241 0.331  -0.0001
H 3.826 0.734 1.983  0.0011
H 0.608 0.048 2.916  0.0012
H 1.681 -1.184 3.576  0.0005
H 0.278 -1.641 2.600  0.0000
H 2.956 -2.622 -0.374  0.0006
H 2.236 -3.323 1.084  0.0004
H 3.826 -2.577 1.148  0.0062
C -3.281 1.683 0.094  1.0855
C -2.429 1.180 2.240  0.0472
N -3.315 1.489 3.303  0.0152
O -1.876 0.091 2.449  0.0497
H -3.177 3.064 1.604  0.0638
H -3.971 1.350 -0.656  0.0620
H -1.890 2.866 0.162  0.0553
H -3.870 2.308 3.070  0.0062
H -3.895 0.712 3.583  0.0005
Cl -2.258 2.238 1.089  0.2933
C -1.290 3.155 1.819  0.3512
Cl 0.601 2.930 1.340  0.0274
C -1.715 3.816 -0.933  0.0293
O -2.326 4.761 -0.639  0.0112
O -1.018 3.013 -1.466  0.0721
H -1.239 3.907 2.590  0.0246

Atoms 1-3, force components in eV/Å:
Ir 2.1056 -1.7788 0.8958
C 0.1024 0.1466 -0.1587
Si -0.4767 -0.1193 0.4997